Below is a structure of composition C19H24N2O6S2 in a non-equilibrium geometry, with properties calculated with ωB97M-V/def2-TZVPD.

ORCA input file:
```
! wB97M-V def2-TZVPD RIJCOSX def2/J DEFGRID3
* xyz 0 1
C -6.03 -2.45 1.03
H -6.41 -2.41 0.01
O -4.69 -2.88 1.09
C -3.70 -2.23 0.43
C -2.45 -2.83 0.53
C -1.33 -2.30 -0.06
C -1.43 -1.16 -0.83
C -2.68 -0.55 -0.96
C -3.81 -1.04 -0.33
O -5.03 -0.41 -0.40
C -5.09 0.88 -0.96
H -4.41 1.58 -0.46
H -4.89 0.87 -2.04
H -6.12 1.21 -0.80
H -2.76 0.34 -1.57
C -0.21 -0.51 -1.43
N 0.35 0.45 -0.49
C 1.64 0.49 -0.18
N 2.52 -0.33 -0.68
C 3.79 -0.09 -0.28
O 4.08 0.85 0.47
C 4.81 -1.09 -0.80
C 5.07 -2.13 0.30
H 4.17 -2.40 0.85
C 6.11 -1.40 1.16
H 6.80 -2.08 1.65
C 6.82 -0.49 0.14
H 6.90 0.54 0.51
H 7.82 -0.85 -0.11
O 6.06 -0.51 -1.06
H 5.61 -0.80 1.91
H 5.50 -3.03 -0.15
H 4.42 -1.52 -1.73
S 2.06 1.73 0.97
C 0.24 2.14 1.21
C -0.02 3.63 1.33
H 0.85 4.23 1.06
H -0.39 3.93 2.30
S -1.28 3.94 0.05
O -1.17 5.26 -0.51
O -2.57 3.52 0.51
C -0.65 2.64 -1.05
H -1.38 2.41 -1.82
H 0.29 2.98 -1.49
C -0.46 1.54 -0.01
H -1.45 1.16 0.27
H -0.07 1.61 2.12
H -0.47 0.01 -2.36
H 0.57 -1.24 -1.63
H -0.37 -2.79 0.06
H -2.40 -3.74 1.12
H -6.16 -1.47 1.50
H -6.59 -3.19 1.60
*
```

LUMO energy	0.0173	Eh
ΔE to the lowest compared entry with this formula, charge and spin	0.00	kcal/mol
orbital gap	8.836	eV
HOMO level	-8.37	eV
strongest force on any atom	0.0266	hartree/bohr

Mulliken atomic charge list, values in e, 8 entries: -0.709 0.262 -0.474 0.454 -0.808 -0.600 0.103 -0.407